Formula: H14O7
Source: OMol25
Level of theory: wB97M-V/def2-TZVPD

Cartesian coordinates (Å):
1 O -1.601 -1.299 0.928
2 O -2.915 0.610 -0.440
3 O -0.473 1.331 -1.006
4 O -0.101 -1.450 -1.236
5 H -1.808 -2.183 1.304
6 H -2.391 -0.737 0.803
7 H -3.610 1.292 -0.497
8 H -2.128 1.072 -0.800
9 H -0.595 0.422 -1.458
10 H 0.337 1.453 -0.498
11 H 0.859 -1.475 -1.053
12 H -0.515 -1.347 -0.401
13 O 2.033 1.532 0.228
14 O 2.815 -1.200 -0.201
15 O 0.289 0.390 1.498
16 H 3.713 -1.308 -0.317
17 H 2.692 -0.192 -0.304
18 H 2.215 2.438 0.489
19 H 1.377 1.059 0.935
20 H -0.689 -0.387 1.126
21 H 0.170 0.583 2.494

Summary:
- Charge: +1
- E: -534.6507 Eh
- Energy above the lowest of the compared OMol25 structures with the same formula, charge and spin: 137.3 kJ/mol
- Orbital gap (spin up / spin down): 0.4168 / 0.1698 hartree
- E_LUMO (spin up / spin down): -3.6 / -10.3 eV
- Spin multiplicity: 2

natural (NBO) atomic charge list, values in e, 8 entries: -0.93 -0.98 -0.69 -0.94 0.56 0.56 0.51 0.48